# 1
{"formula": "C7H8O", "method": "ωB97M-V/def2-TZVPD", "symbols": ["O", "C", "C", "C", "C", "C", "C", "C", "H", "H", "H", "H", "H", "H", "H", "H"], "coordinates": [[2.982, -0.533, 0.019], [2.298, 0.497, 0.083], [0.823, 0.398, 0.025], [-0.186, 1.273, -0.320], [-1.347, 0.450, -0.186], [-0.843, -0.786, -0.896], [0.253, -0.879, 0.262], [-0.996, -0.266, 1.156], [2.654, 1.430, -0.175], [0.247, 2.410, -0.185], [-2.486, 0.778, -0.418], [-0.332, -0.738, -1.839], [-1.301, -1.817, -1.089], [0.968, -1.732, 0.273], [-0.985, 0.522, 2.089], [-1.750, -1.007, 1.201]], "atomic_forces_ev_per_a": [[-0.62, 1.80, 0.83], [-1.25, -3.21, -1.72], [1.74, 2.24, -0.45], [6.39, 4.15, 1.31], [-4.79, -0.61, -0.36], [1.46, -4.14, -0.91], [-2.78, -0.61, -0.24], [-0.49, 1.00, 1.16], [1.56, 2.45, 0.04], [-2.29, -2.55, -0.91], [2.92, -0.33, 0.71], [0.24, 1.09, -0.70], [-0.86, 1.62, 1.20], [-0.98, 0.52, 0.90], [0.60, -2.43, -2.04], [-0.88, -0.99, 1.19]], "orbital_gap_ev": 8.73, "relative_energy_kcal_mol": 122.9, "charge": 0, "lumo_ev": 0.04, "smiles": "O=CC1=C[C@H]2C[C@@H]1C2"}

# 2
{"formula": "C3H6NO2P2", "method": "ωB97M-V/def2-TZVPD", "symbols": ["C", "C", "C", "N", "O", "O", "P", "P", "H", "H", "H", "H", "H", "H"], "coordinates": [[0.121, 2.352, -1.442], [-0.127, 3.602, -0.560], [1.432, 0.792, -0.193], [0.715, 1.263, -1.120], [-1.336, 3.758, -0.367], [0.833, 4.175, -0.073], [0.765, -2.954, -0.869], [0.240, -1.337, 0.451], [-0.776, 2.171, -2.037], [2.372, 0.292, -0.516], [1.258, 1.140, 0.800], [-0.634, -2.922, -1.018], [0.833, -2.184, -2.015], [-0.951, -1.158, -0.229]], "atomic_forces_ev_per_a": [[-1.72, -1.55, 1.12], [0.50, -0.21, 0.29], [1.35, -3.10, 2.13], [-2.01, 2.56, -4.13], [-0.79, -0.24, -0.44], [1.48, 0.73, 0.43], [-0.14, -0.52, 0.07], [1.20, 1.29, 1.48], [0.35, 0.19, -0.91], [-0.52, 0.54, 0.68], [0.56, 0.19, 0.85], [-0.09, -1.05, -0.38], [0.33, 0.38, -0.96], [-0.49, 0.80, -0.23]], "orbital_gap_ev": [6.82, 6.82], "relative_energy_kcal_mol": 41.7, "charge": -1, "lumo_ev": [3.10, 3.10]}

# 3
{"formula": "C7H8F3NO2", "method": "ωB97M-V/def2-TZVPD", "symbols": ["O", "C", "C", "C", "C", "C", "N", "C", "F", "F", "F", "H", "H", "H", "H", "H", "H", "C", "O", "H", "H"], "coordinates": [[0.724, -1.553, 1.522], [0.903, -0.518, 0.694], [-0.002, 0.488, 0.575], [0.027, 1.797, -0.160], [-1.386, 2.324, 0.188], [-2.013, 1.461, 1.007], [-1.210, 0.381, 1.232], [2.111, -0.442, -0.181], [2.930, 0.592, 0.032], [2.822, -1.533, -0.120], [1.690, -0.319, -1.575], [0.131, -2.242, 0.989], [0.810, 2.633, 0.028], [0.001, 1.500, -1.206], [-1.809, 3.341, 0.015], [-3.001, 1.550, 1.513], [-1.339, -0.582, 1.435], [-0.367, -2.223, -1.476], [-1.015, -2.455, -0.452], [0.605, -2.681, -1.733], [-0.609, -1.518, -2.328]], "atomic_forces_ev_per_a": [[-1.90, -2.93, -1.04], [0.19, 2.64, -1.40], [0.82, 0.04, 1.14], [-0.93, 1.44, -0.23], [-0.66, 1.09, 0.73], [-1.04, 0.94, -0.46], [1.98, -1.07, 0.08], [-1.12, 0.28, -1.03], [-0.11, 0.25, -0.23], [0.68, -1.00, -0.13], [0.83, -0.01, 1.57], [1.55, 1.44, 1.54], [-0.96, -1.97, -0.15], [0.49, 0.50, -0.39], [0.72, -1.04, -0.17], [1.01, -0.09, -0.62], [-1.45, -0.44, 0.79], [-0.38, 0.10, 0.44], [1.12, 0.51, -2.22], [-0.07, -0.39, 0.69], [-0.76, -0.31, 1.10]], "orbital_gap_ev": 7.76, "relative_energy_kcal_mol": 23.9, "charge": 0, "lumo_ev": 0.12, "smiles": "O/C(=C1/CC=CN1)C(F)(F)F.C=O"}

# 4
{"formula": "C20H31BBrCl2ILiN2O7S", "method": "ωB97M-V/def2-TZVPD", "symbols": ["C", "N", "C", "B", "O", "S", "I", "H", "H", "H", "H", "H", "H", "H", "H", "C", "C", "O", "C", "O", "O", "H", "H", "H", "H", "C", "C", "C", "C", "C", "C", "N", "O", "O", "H", "H", "H", "H", "H", "C", "Cl", "Cl", "H", "H", "C", "C", "O", "H", "H", "H", "H", "H", "H", "C", "C", "C", "C", "C", "C", "H", "H", "H", "H", "H", "H", "Br", "Li"], "coordinates": [[1.741, -3.374, 2.740], [1.009, -2.220, 2.204], [0.034, -2.642, 1.131], [1.837, -1.266, 1.539], [1.311, -0.045, 1.251], [3.581, -1.736, 1.027], [4.403, -0.071, -0.602], [1.075, -4.009, 3.360], [2.173, -4.041, 1.976], [2.557, -3.033, 3.378], [-0.735, -1.874, 1.135], [-0.358, -3.636, 1.309], [0.535, -2.557, 0.157], [1.515, 0.606, 1.940], [3.451, -2.921, 0.382], [-1.838, 1.686, 4.505], [-0.639, 1.126, 3.782], [0.361, 2.125, 3.997], [0.018, 2.813, 5.125], [0.721, 3.594, 5.667], [-1.229, 2.476, 5.535], [-2.475, 0.915, 4.929], [-2.444, 2.336, 3.872], [-0.294, 0.184, 4.216], [-0.819, 0.981, 2.718], [1.894, 3.015, -6.676], [1.295, 3.452, -5.507], [1.682, 2.923, -4.287], [2.679, 1.961, -4.251], [3.287, 1.508, -5.410], [2.885, 2.043, -6.622], [3.099, 1.425, -2.965], [2.545, 1.819, -1.983], [4.019, 0.581, -2.966], [1.591, 3.432, -7.627], [0.524, 4.207, -5.546], [1.209, 3.268, -3.379], [4.060, 0.752, -5.375], [3.349, 1.702, -7.546], [2.714, 7.267, -4.629], [3.401, 5.684, -5.042], [1.084, 7.445, -5.279], [2.675, 7.357, -3.550], [3.347, 8.041, -5.047], [-1.551, -7.064, 4.538], [-0.628, -5.861, 4.556], [-1.284, -4.722, 3.992], [-1.861, -7.291, 3.517], [-1.060, -7.942, 4.960], [-2.458, -6.863, 5.111], [0.267, -6.056, 3.965], [-0.321, -5.622, 5.579], [-2.068, -4.550, 4.522], [-5.479, 0.365, -0.849], [-4.569, 1.168, -1.526], [-3.211, 1.070, -1.247], [-2.768, 0.161, -0.296], [-3.682, -0.642, 0.379], [-5.039, -0.539, 0.106], [-6.538, 0.442, -1.064], [-4.918, 1.872, -2.273], [-2.501, 1.700, -1.770], [-1.705, 0.079, -0.080], [-3.334, -1.354, 1.121], [-5.801, -1.200, 0.664], [-7.427, -2.132, 0.816], [5.110, 1.684, -8.311]], "atomic_forces_ev_per_a": [[-0.39, -0.71, 0.67], [1.72, -1.24, -0.85], [0.01, 1.42, 0.22], [-2.44, 0.37, 0.88], [1.24, 0.21, -0.21], [1.54, 0.25, 0.64], [-0.67, -1.69, 0.97], [0.25, 0.52, -0.39], [-0.13, 0.10, -0.10], [-0.04, 0.00, 0.09], [-0.41, -0.36, -0.14], [-0.01, -0.01, 0.15], [-0.30, -0.56, -0.15], [-0.34, 0.25, -0.17], [-0.18, 0.41, -0.11], [-0.31, -0.02, -0.04], [-0.13, -0.41, -0.25], [-0.09, -0.03, 0.00], [-0.21, 0.04, 0.20], [0.21, 0.13, 0.04], [0.28, -0.08, -0.28], [0.05, 0.09, 0.19], [0.05, 0.01, 0.00], [-0.02, 0.01, 0.03], [0.07, 0.13, -0.02], [-0.03, 0.02, -0.28], [-0.10, -0.24, -0.11], [-0.16, -0.04, 0.15], [-0.23, 0.11, -0.55], [0.37, -0.21, -0.23], [0.07, 0.29, 0.45], [0.25, -0.37, -0.60], [-0.10, 0.35, 0.37], [-0.11, 1.25, -0.83], [-0.03, 0.01, 0.02], [0.02, 0.02, 0.03], [0.07, -0.07, 0.08], [-0.05, -0.04, 0.22], [-0.36, -0.25, -0.14], [-0.09, 0.24, 0.04], [0.31, 0.16, 0.07], [0.03, 0.00, 0.03], [-0.03, -0.11, 0.00], [0.00, -0.07, -0.10], [0.07, -0.07, -0.05], [-0.56, 0.02, 0.20], [0.41, 0.05, -0.12], [0.06, -0.01, -0.01], [-0.04, 0.00, 0.02], [0.05, -0.02, 0.08], [-0.02, 0.10, -0.07], [0.12, -0.12, -0.01], [-0.03, 0.04, -0.10], [0.12, 0.12, -0.11], [-0.05, -0.02, 0.00], [0.07, 0.04, -0.06], [0.14, -0.07, 0.08], [0.15, 0.20, -0.18], [0.00, -0.39, 0.80], [-0.01, -0.08, 0.06], [0.01, 0.01, 0.01], [0.00, 0.01, 0.00], [0.02, 0.04, -0.03], [-0.04, -0.01, 0.01], [1.47, 1.23, -0.90], [-1.62, -1.06, 0.37], [0.11, 0.12, 0.03]], "orbital_gap_ev": 0.97, "charge": 1, "lumo_ev": -5.65}